(1)
{
  "formula": "C2H6N2O2",
  "method": "ωB97M-V/def2-TZVPD",
  "elements": ["H", "N", "C", "N", "H", "H", "H", "O", "C", "O", "H", "H"],
  "xyz": [[0.671224, 0.654032, 2.369985], [-0.108542, 1.025276, 1.818658], [0.209845, 1.435153, 0.642874], [1.187743, 0.874717, -0.176043], [-0.679130, 1.992123, 0.326954], [1.231008, -0.053921, -0.534764], [2.120844, 1.207655, 0.037920], [-1.788211, -1.367064, -2.091732], [-0.904895, -1.337492, -1.292627], [-1.206663, -1.394187, 0.056566], [0.017203, -0.818862, -1.522374], [-0.750425, -2.217430, 0.364584]],
  "forces_ev_per_a": [[-0.1, -1.0, -0.6], [1.2, 2.0, 0.5], [-3.1, -2.7, 2.1], [2.2, 2.1, -0.6], [0.8, 0.3, -1.5], [-0.6, -0.3, 0.6], [-0.1, -0.1, -0.2], [0.4, -0.7, -0.3], [-2.4, 2.3, 0.2], [1.3, -2.1, -0.3], [0.9, -0.7, -0.2], [-0.5, 1.0, 0.3]],
  "e_lumo_ev": 0.383,
  "homo_ev": -9.63,
  "de_lowest_ev": 3.234,
  "smiles": "[H]/N=C\\N.O=CO",
  "total_energy_ha": -339.7138,
  "gap_ev": 10.0136
}

(2)
{
  "formula": "C2H6N2O2",
  "method": "ωB97M-V/def2-TZVPD",
  "elements": ["C", "C", "N", "N", "O", "O", "H", "H", "H", "H", "H", "H"],
  "xyz": [[-2.910273, -0.202035, -0.182825], [-0.525488, -0.744604, -0.457428], [0.054472, 0.241130, -1.189329], [-0.244389, 0.226438, 1.611434], [-3.406425, -1.225987, -0.484684], [-2.651113, 0.851321, 0.209915], [-0.009413, -1.640597, -0.386849], [1.098167, 0.386445, -1.321414], [-0.456557, 1.082830, -1.175143], [0.167125, 0.271346, 2.547254], [-0.470184, 1.223592, 1.409083], [-1.214987, -0.190947, 1.843540]],
  "forces_ev_per_a": [[-0.5, -2.8, -0.5], [-1.2, 3.0, -2.1], [1.6, -2.2, 1.2], [-2.2, 0.1, 1.8], [0.3, 1.2, 0.2], [-0.1, 1.8, 0.3], [1.9, -1.5, 0.3], [-1.7, -0.5, 0.1], [-0.5, 1.1, -0.3], [0.4, -0.1, -0.2], [0.1, -1.0, 0.0], [2.0, 0.9, -0.7]],
  "e_lumo_ev": 0.799,
  "homo_ev": -8.08,
  "de_lowest_ev": 3.002,
  "total_energy_ha": -339.7223,
  "gap_ev": 8.8776
}

(3)
{
  "formula": "C2H6N2O3",
  "method": "ωB97M-V/def2-TZVPD",
  "elements": ["C", "N", "C", "O", "O", "N", "O", "H", "H", "H", "H", "H", "H"],
  "xyz": [[0.707987, 0.996109, -0.929403], [-0.405747, 0.412177, -0.208459], [-0.205156, 0.010799, 1.160574], [0.675866, -1.066022, 1.284325], [0.006653, -2.288767, 1.016677], [-1.581625, 0.168486, -0.725091], [-1.762991, 0.475961, -1.895492], [0.424400, 1.040978, -1.981515], [0.905488, 2.003628, -0.561069], [1.596044, 0.378778, -0.802178], [0.280180, 0.815686, 1.723630], [-1.184737, -0.234035, 1.585295], [0.543638, -2.713778, 0.332704]],
  "forces_ev_per_a": [[-0.1, 0.1, -0.4], [0.8, 0.2, 0.3], [-0.7, -0.2, -0.1], [1.0, 0.0, 0.2], [-0.7, -0.2, 0.0], [-1.1, -0.1, -0.7], [0.5, -0.1, 0.8], [0.1, 0.0, 0.1], [0.0, 0.0, 0.0], [0.0, 0.0, 0.0], [0.0, -0.1, -0.1], [0.2, 0.1, -0.1], [0.1, 0.4, 0.0]],
  "e_lumo_ev": 0.690,
  "homo_ev": -9.33,
  "de_lowest_ev": 6.445,
  "smiles": "CN(COO)N=O",
  "total_energy_ha": -414.8588,
  "gap_ev": 10.0185
}